ORCA calculation (wB97M-V/def2-TZVPD) on a structure of composition C4H6N2S at a distorted geometry.

Each line ends with the Löwdin charge.
CARTESIAN COORDINATES (ANGSTROEM)
C 0.011 0.774 0.277  -0.595
C -0.953 -0.241 0.872  -0.252
C 0.561 -0.480 -0.487  -0.350
C 0.053 -0.540 -1.869  -0.190
H 1.759 2.387 0.728  -0.139
H -0.467 1.573 -0.329  0.120
H -1.873 -0.122 0.264  0.124
H -1.135 -0.126 1.967  0.116
H -0.519 -2.214 0.142  0.107
H 1.671 -0.514 -0.555  0.135
N -0.107 -1.373 0.506  0.013
N -0.268 -0.491 -2.960  0.154
S 1.266 1.366 1.446  0.758

Cartesian forces, eV/Å:
0.61 -0.10 -0.67
-1.33 0.63 1.31
0.65 -0.08 -0.56
0.47 0.04 1.27
-0.14 -0.12 -0.10
0.60 -0.54 0.50
0.06 -0.45 0.60
-0.20 -0.24 -0.85
-0.31 -0.09 -0.12
-0.68 -0.27 0.23
1.06 1.06 -0.63
-0.50 -0.08 -1.20
-0.29 0.22 0.21

For the molar mass, the calculation gives 114.17 u. As for the net charge: 0. Its LUMO energy is 0.65 eV. The energy above the lowest of the compared OMol25 structures with the same formula, charge and spin is 188.3 kJ/mol. As for the HOMO energy: -9.498 eV.